1.
This record from the Open Molecules 2025 dataset describes a molecular structure, C42H104F12MnN8O26S4. The level of theory is ωB97M-V/def2-TZVPD.

Structure (XYZ):
```
197
Properties=species:S:1:pos:R:3
Mn -0.74 -2.46 -1.95
C 0.07 -0.30 1.76
F -0.11 -1.53 2.16
F -1.03 0.40 1.67
F 0.87 0.22 2.66
S 0.95 -0.25 0.18
O 1.81 0.94 0.27
O 1.61 -1.52 -0.06
N -0.24 -0.13 -0.91
S -1.01 1.12 -1.57
O -1.93 0.54 -2.42
O -1.38 2.13 -0.63
C 0.25 1.83 -2.62
F -0.41 2.46 -3.61
F 1.15 2.71 -2.17
F 0.91 0.81 -3.21
C -2.80 -5.89 -2.49
F -3.39 -4.70 -2.67
F -3.18 -6.46 -1.37
F -3.18 -6.66 -3.51
S -1.05 -5.69 -2.64
O -0.48 -6.99 -2.41
O -0.79 -4.86 -3.79
N -0.77 -4.71 -1.30
S -0.41 -4.99 0.26
O -0.71 -3.73 0.89
O -0.98 -6.16 0.76
C 1.35 -5.22 0.21
F 1.72 -6.14 1.13
F 1.71 -5.69 -1.02
F 1.97 -4.11 0.54
C -0.65 6.00 1.25
C -0.42 4.87 0.33
O 0.26 5.33 -0.85
O -1.28 7.06 0.51
H 0.32 6.34 1.66
H -1.31 5.62 2.08
H -1.39 4.44 0.03
H 0.22 4.05 0.68
H -0.04 6.21 -1.09
H -1.20 7.79 1.11
C -3.26 -2.06 4.70
C -2.83 -0.62 4.97
O -3.99 0.04 5.50
O -4.51 -2.07 3.90
H -3.42 -2.71 5.55
H -2.49 -2.49 4.03
H -2.53 -0.16 4.00
H -1.99 -0.54 5.66
H -4.01 0.92 5.10
H -5.08 -1.42 4.34
C 4.88 2.42 0.35
C 3.99 2.96 -0.71
O 4.77 3.86 -1.52
O 6.11 1.97 -0.36
H 4.40 1.58 0.84
H 5.17 3.21 1.07
H 3.14 3.48 -0.25
H 3.63 2.13 -1.32
H 5.66 3.48 -1.52
H 6.70 1.54 0.26
C 5.55 -3.05 0.11
C 5.01 -1.87 0.99
O 3.79 -2.14 1.74
O 5.87 -4.16 0.90
H 6.45 -2.71 -0.42
H 4.77 -3.32 -0.59
H 4.88 -0.97 0.33
H 5.80 -1.65 1.71
H 3.02 -2.03 1.15
H 6.43 -3.90 1.64
C -3.23 2.91 2.88
C -1.85 2.98 3.54
O -1.97 4.05 4.47
O -4.25 2.88 3.89
H -3.36 2.02 2.29
H -3.29 3.77 2.19
H -0.96 3.15 2.91
H -1.75 2.02 4.08
H -1.10 4.31 4.79
H -4.04 3.70 4.37
C 2.33 -1.87 4.94
C 3.38 -2.81 5.41
C 2.86 -4.27 5.03
O 1.76 -4.61 5.89
C 1.47 -6.00 5.76
N 4.69 -2.47 4.84
H 2.32 -1.73 3.86
H 2.49 -0.87 5.38
H 1.37 -2.24 5.31
H 3.43 -2.73 6.51
H 3.69 -4.96 5.21
H 2.61 -4.30 3.96
H 0.49 -6.11 6.24
H 2.20 -6.64 6.29
H 1.39 -6.27 4.70
H 4.62 -2.51 3.83
H 5.44 -3.03 5.20
C 0.63 6.91 5.45
C 0.91 5.72 6.43
C 1.70 4.61 5.80
O 1.01 4.23 4.63
C 1.79 3.16 4.05
N 1.60 6.34 7.55
H -0.02 6.63 4.61
H 1.61 7.20 5.05
H 0.21 7.77 5.98
H -0.03 5.30 6.82
H 1.89 3.82 6.55
H 2.66 4.99 5.43
H 1.32 2.90 3.10
H 1.70 2.30 4.71
H 2.85 3.38 3.88
H 1.37 6.29 8.53
H 2.50 6.70 7.29
C 6.36 2.08 -7.70
C 6.55 2.23 -6.20
C 5.20 2.61 -5.54
O 4.26 1.62 -5.90
C 3.11 1.73 -5.08
N 7.15 1.04 -5.63
H 5.96 2.96 -8.18
H 5.75 1.27 -8.09
H 7.33 1.95 -8.23
H 7.29 3.04 -6.09
H 4.83 3.61 -5.85
H 5.29 2.63 -4.45
H 3.31 1.92 -4.04
H 2.54 0.81 -5.20
H 2.47 2.57 -5.41
H 7.38 1.14 -4.63
H 6.62 0.21 -5.74
C -4.00 -0.69 0.51
C -3.20 -1.93 0.17
C -3.99 -3.20 0.38
O -5.17 -3.08 -0.37
C -6.06 -4.17 -0.11
N -2.77 -1.87 -1.30
H -3.47 0.24 0.23
H -3.95 -0.67 1.61
H -5.04 -0.66 0.20
H -2.31 -1.93 0.81
H -4.21 -3.14 1.45
H -3.35 -4.08 0.23
H -6.54 -3.99 0.85
H -5.46 -5.10 -0.10
H -6.78 -4.18 -0.91
H -2.76 -0.94 -1.70
H -3.36 -2.42 -1.92
C -2.67 -1.93 -4.66
O -1.38 -1.98 -4.17
C -0.40 -1.49 -5.08
C 0.89 -2.29 -4.71
N 1.12 -2.16 -3.23
C 2.26 -3.07 -2.88
C 3.62 -2.53 -3.27
O 3.93 -1.36 -2.57
C 5.17 -0.79 -3.00
H -2.64 -2.36 -5.67
H -3.17 -0.97 -4.76
H -3.36 -2.62 -4.11
H -0.29 -0.40 -5.00
H -0.76 -1.72 -6.10
H 1.71 -1.83 -5.28
H 0.70 -3.32 -5.03
H 1.34 -1.21 -2.87
H 2.02 -4.03 -3.35
H 2.24 -3.24 -1.79
H 3.66 -2.30 -4.35
H 4.36 -3.28 -3.02
H 5.43 -0.08 -2.20
H 5.05 -0.23 -3.95
H 5.98 -1.55 -3.10
C -6.42 1.96 1.21
O -5.83 1.78 -0.08
C -6.05 2.97 -0.87
C -5.49 2.67 -2.26
N -6.19 1.52 -2.86
C -5.83 1.25 -4.20
C -6.59 0.04 -4.78
O -6.01 -1.19 -4.36
C -6.49 -1.83 -3.18
H -6.35 1.01 1.75
H -7.49 2.25 1.17
H -5.86 2.72 1.79
H -5.47 3.78 -0.41
H -7.13 3.20 -0.87
H -4.39 2.56 -2.14
H -5.65 3.51 -2.93
H -6.22 0.68 -2.30
H -4.77 1.03 -4.36
H -6.07 2.10 -4.85
H -6.49 0.06 -5.87
H -7.66 0.18 -4.52
H -6.41 -2.92 -3.28
H -7.57 -1.66 -3.16
H -6.06 -1.52 -2.23
```

Summary:
LUMO energy (alpha / beta), eV: 0.3 / 0.3
HOMO (alpha / beta), eV: -8.773 / -8.773
Spin multiplicity: 6

2.
This record from the Open Molecules 2025 dataset describes 10 unconnected molecules or ions with the total composition C42H108F6N6O18P. The level of theory is ωB97M-V/def2-TZVPD.

Structure (XYZ):
```
181
Properties=species:S:1:pos:R:3
P 1.45 0.11 0.03
F 3.03 0.40 -0.28
F 1.53 0.83 1.48
F 0.91 1.54 -0.68
F -0.12 -0.32 0.23
F 1.32 -0.60 -1.41
F 1.84 -1.32 0.74
C -0.06 4.50 -10.07
O 1.10 3.61 -10.15
C 2.24 4.17 -10.73
C 3.41 3.13 -10.64
N 3.75 2.86 -9.22
C 4.69 1.73 -9.25
C 4.68 1.15 -7.86
O 3.54 0.33 -7.65
C 3.46 -0.42 -6.50
H -0.30 5.00 -11.00
H 0.03 5.28 -9.31
H -0.85 3.82 -9.76
H 2.53 4.99 -10.08
H 2.06 4.40 -11.78
H 4.33 3.54 -11.06
H 3.06 2.23 -11.16
H 2.95 2.48 -8.73
H 5.65 2.18 -9.51
H 4.55 0.99 -10.04
H 4.81 1.87 -7.05
H 5.53 0.48 -7.76
H 4.19 -1.23 -6.59
H 2.48 -0.83 -6.26
H 3.92 0.16 -5.70
C -2.94 -8.22 4.31
O -4.02 -7.70 3.59
C -5.09 -8.59 3.17
C -6.02 -7.88 2.16
N -5.68 -7.92 0.76
C -4.36 -7.29 0.44
C -4.15 -5.83 0.97
O -5.15 -4.97 0.28
C -4.78 -3.65 0.40
H -2.14 -7.52 4.53
H -2.53 -9.07 3.77
H -3.25 -8.68 5.25
H -5.65 -8.87 4.06
H -4.73 -9.51 2.71
H -6.19 -6.86 2.50
H -6.98 -8.39 2.14
H -5.75 -8.85 0.36
H -4.30 -7.30 -0.65
H -3.59 -8.00 0.74
H -3.15 -5.48 0.72
H -4.25 -5.78 2.05
H -5.57 -3.02 -0.01
H -3.91 -3.40 -0.21
H -4.56 -3.35 1.43
C 0.17 6.53 10.44
O 1.14 6.18 9.48
C 2.43 6.22 10.00
C 3.52 5.80 8.97
N 3.90 6.87 8.00
C 2.90 7.15 6.98
C 2.67 5.96 6.02
O 3.88 5.79 5.23
C 3.82 4.68 4.38
H -0.82 6.27 10.06
H 0.07 7.57 10.75
H 0.37 5.93 11.33
H 2.62 5.64 10.91
H 2.51 7.27 10.30
H 3.29 4.86 8.48
H 4.44 5.64 9.53
H 4.71 6.51 7.50
H 3.32 7.97 6.40
H 1.98 7.45 7.47
H 1.91 6.35 5.34
H 2.25 5.09 6.53
H 4.72 4.66 3.76
H 2.98 4.66 3.68
H 3.84 3.74 4.94
C 3.04 6.27 -4.00
O 3.16 7.57 -4.56
C 2.32 7.72 -5.77
C 1.61 9.11 -5.81
N 2.62 10.13 -5.58
C 2.04 11.44 -5.67
C 3.24 12.42 -5.59
O 4.19 12.21 -6.65
C 5.20 13.20 -6.47
H 3.53 5.53 -4.63
H 2.02 5.94 -3.82
H 3.54 6.27 -3.03
H 1.52 7.02 -5.99
H 3.01 7.67 -6.62
H 0.85 9.11 -5.03
H 1.09 9.30 -6.75
H 2.95 9.96 -4.64
H 1.29 11.52 -4.88
H 1.50 11.56 -6.61
H 3.73 12.40 -4.62
H 2.84 13.43 -5.73
H 4.82 14.22 -6.43
H 5.83 13.18 -7.36
H 5.89 13.07 -5.65
C -2.11 -5.74 -4.62
O -1.21 -6.53 -3.85
C -0.06 -5.90 -3.26
C 0.73 -7.07 -2.67
N 1.16 -7.95 -3.68
C 1.98 -9.02 -3.19
C 2.57 -9.94 -4.26
O 1.56 -10.84 -4.74
C 1.23 -12.04 -4.01
H -1.63 -5.31 -5.51
H -2.40 -4.88 -4.02
H -2.95 -6.36 -4.93
H -0.52 -5.13 -2.64
H 0.52 -5.45 -4.08
H 0.05 -7.47 -1.91
H 1.56 -6.63 -2.11
H 0.36 -8.44 -4.05
H 1.49 -9.65 -2.44
H 2.79 -8.54 -2.63
H 3.40 -10.48 -3.79
H 2.90 -9.48 -5.19
H 2.09 -12.71 -3.91
H 0.51 -12.64 -4.57
H 0.75 -11.85 -3.05
C -1.67 -2.39 5.84
O -2.85 -1.83 6.48
C -3.99 -2.69 6.49
C -5.06 -2.15 7.43
N -4.66 -2.26 8.88
C -5.56 -1.60 9.78
C -5.24 -1.83 11.34
O -4.11 -1.00 11.70
C -3.40 -1.57 12.80
H -1.09 -3.14 6.37
H -0.97 -1.61 5.52
H -1.99 -2.89 4.92
H -3.79 -3.74 6.70
H -4.29 -2.50 5.46
H -6.04 -2.63 7.41
H -5.34 -1.14 7.12
H -3.88 -1.61 8.88
H -6.54 -2.01 9.53
H -5.59 -0.53 9.60
H -5.03 -2.89 11.45
H -6.19 -1.63 11.84
H -4.16 -1.51 13.58
H -2.52 -0.97 13.02
H -3.07 -2.57 12.55
C -1.22 1.00 -4.88
C -1.77 1.32 -6.24
O -2.44 0.16 -6.72
O -2.11 0.54 -3.93
H -0.68 1.92 -4.64
H -0.50 0.20 -5.05
H -1.02 1.44 -7.02
H -2.52 2.11 -6.14
H -3.19 -0.04 -6.16
H -1.56 0.08 -3.30
C -3.64 2.35 1.76
C -4.84 3.17 2.18
O -5.17 3.01 3.52
O -2.48 2.82 2.38
H -3.55 2.35 0.68
H -3.67 1.33 2.15
H -5.72 2.85 1.63
H -4.64 4.16 1.78
H -4.42 2.80 4.08
H -1.81 2.18 2.12
C 2.31 -6.51 2.57
C 3.55 -5.64 2.38
O 4.65 -6.43 2.50
O 2.29 -7.60 1.65
H 1.36 -5.99 2.45
H 2.09 -6.80 3.60
H 3.54 -4.91 3.20
H 3.51 -5.12 1.43
H 5.38 -5.88 2.24
H 3.10 -8.05 1.91
```

Summary:
LUMO energy, eV: 1.9
HOMO, eV: -7.144
Total charge: -1
ΔE to the lowest compared entry with this formula, charge and spin, kcal per mole: 0.0

Values for E_tot, eV, ordered as above
-217660.4333, -116689.2308
Values for max |F|, eV Å⁻¹, ordered as above
5.8, 2.9